[1]
Entry from the OMol25 dataset: C5H11N as an isolated structure in a non-equilibrium geometry (wB97M-V/def2-TZVPD).

Output
2S+1: 1
gap between HOMO and LUMO: 0.370 Ha
LUMO level: 1.05 eV
molecular weight: 85.150 g/mol
E_HOMO: -9.02 eV

Element x y z (Å)
C 0.19 0.17 0.32
C 0.17 -0.47 2.70
C 0.08 0.77 -2.52
C -0.27 -0.85 1.25
C -0.18 -0.29 -1.52
N 0.49 1.35 0.61
H 1.03 0.10 2.71
H 0.27 -1.30 3.27
H -0.73 0.15 3.10
H 0.26 0.36 -3.41
H 1.05 1.31 -2.44
H -0.86 1.51 -2.55
H -1.29 -1.06 1.23
H 0.02 -1.87 0.88
H 0.47 -1.22 -1.80
H -1.29 -0.59 -1.60
H 0.57 1.90 -0.23

From a Löwdin analysis of the wavefunction, the atomic charges in e read: -0.282, -0.078, -0.203, -0.236, -0.168, 0.136, 0.028, 0.022, 0.118, 0.007, 0.081, 0.126, 0.086, 0.122, 0.106, 0.098, 0.036

[2]
Entry from the OMol25 dataset: C26H27BrN6O11P2ReS as an isolated structure in a non-equilibrium geometry (wB97M-V/def2-TZVPD).

Output
2S+1: 2
gap between HOMO and LUMO (alpha / beta): 0.197 / 0.211 Ha
LUMO level (alpha / beta): -7.13 / -6.75 eV
molecular weight: 959.659 g/mol
total charge: +2
E_HOMO (alpha / beta): -12.48 / -12.49 eV
⟨S²⟩: 0.754

Element x y z (Å)
Re 0.66 0.58 -0.01
C -1.09 3.09 1.46
O -1.28 1.79 0.84
C -2.42 1.09 1.21
C -3.40 1.68 1.99
C -4.54 0.95 2.32
Br -5.90 1.78 3.31
C -4.65 -0.37 1.96
C -3.65 -0.96 1.19
C -2.57 -0.21 0.74
O -1.63 -0.67 -0.18
C -3.73 -2.42 1.00
N -2.91 -3.30 1.54
C -3.40 -4.59 1.32
C -2.92 -5.84 1.71
C -3.69 -6.93 1.35
C -4.89 -6.78 0.62
C -5.36 -5.54 0.23
C -4.58 -4.45 0.61
N -4.75 -3.07 0.45
H -0.99 2.98 2.54
H -1.92 3.75 1.21
H -0.17 3.49 1.04
H -3.31 2.70 2.33
H -5.49 -0.95 2.30
H -1.47 -1.64 -0.10
H -2.01 -5.94 2.29
H -3.37 -7.92 1.63
H -5.46 -7.66 0.36
H -6.28 -5.43 -0.32
H -5.50 -2.62 -0.05
N 6.11 6.59 -2.15
C 5.49 5.38 -2.06
C 4.76 4.88 -3.16
C 4.14 3.66 -3.08
C 4.24 2.92 -1.90
C 4.96 3.39 -0.81
C 5.58 4.61 -0.89
S 3.41 1.43 -1.77
O 4.00 0.70 -0.67
O 3.23 0.79 -3.03
N 1.81 1.77 -1.18
C 0.79 2.09 -2.11
N 0.90 2.78 -3.20
C -0.24 2.99 -3.86
C -1.48 2.55 -3.40
C -1.49 1.82 -2.23
N -0.34 1.58 -1.61
H 6.09 7.13 -2.99
H 6.67 6.93 -1.39
H 4.71 5.47 -4.07
H 3.59 3.27 -3.93
H 5.06 2.79 0.09
H 6.16 4.99 -0.05
H -0.17 3.55 -4.79
H -2.39 2.77 -3.93
H -2.39 1.41 -1.81
C 3.40 -2.35 1.73
C 2.19 -1.61 1.21
O 2.39 -0.15 1.08
P 0.75 -1.57 2.33
O 0.09 -2.86 2.63
O 1.28 -0.84 3.63
O -0.09 -0.50 1.57
P 1.67 -2.23 -0.49
O 0.17 -2.84 -0.30
O 2.54 -3.19 -1.14
O 1.34 -0.85 -1.18
H 3.83 -1.83 2.58
H 4.16 -2.46 0.95
H 3.11 -3.36 2.04
H 3.15 0.07 0.44
H -2.08 -3.10 2.13
H 1.35 -1.42 4.41
H 0.20 -3.79 -0.52

From a Löwdin analysis of the wavefunction, the atomic charges in e read: 1.792, -0.001, -0.216, -0.194, -0.025, -0.668, 0.854, -0.051, -0.062, -0.174, -0.030, -0.183, 0.237, -0.148, 0.019, -0.039, -0.039, 0.015, -0.147, 0.227, 0.119, 0.107, 0.100, 0.112, 0.127, 0.099, 0.130, 0.122, 0.123, 0.127, 0.193, 0.149, -0.288, -0.008, -0.052, -0.328, -0.047, -0.009, 0.708, -0.292, -0.224, -0.195, -0.457, 0.191, -0.038, 0.000, -0.044, -0.021, 0.111, 0.111, 0.123, 0.114, 0.120, 0.123, 0.133, 0.123, 0.130, -0.034, -0.511, -0.213, 0.401, -0.265, -0.078, -0.418, 0.452, -0.161, -0.198, -0.381, 0.100, 0.096, 0.106, 0.048, 0.168, 0.118, 0.116

[3]
Entry from the OMol25 dataset: an isolated ion of composition C5H15N2S and charge +1 in a non-equilibrium geometry (wB97M-V/def2-TZVPD).

Output
2S+1: 1
gap between HOMO and LUMO: 0.355 Ha
LUMO level: -3.03 eV
molecular weight: 135.256 g/mol
total charge: +1
E_HOMO: -12.67 eV

Element x y z (Å)
C -0.45 0.82 1.79
N -0.52 1.08 0.27
C -0.72 -0.21 -0.58
C -1.32 0.14 -2.01
S -0.61 -1.01 -3.38
C 0.90 -0.05 2.10
N 2.04 0.72 1.39
C 1.06 -0.51 3.64
H -1.38 0.19 2.15
H -0.53 1.73 2.27
H -1.27 1.75 0.17
H -1.42 -0.91 -0.15
H 0.33 -0.57 -0.77
H -1.26 1.16 -2.24
H -2.42 -0.12 -2.16
H 0.70 -0.88 -3.21
H 0.64 -0.93 1.51
H 2.54 -0.04 0.96
H 0.56 1.58 0.20
H 2.69 1.13 1.95
H 0.85 0.47 4.04
H 0.28 -1.24 3.99
H 2.03 -0.86 4.01

From a Löwdin analysis of the wavefunction, the atomic charges in e read: -0.101, 0.002, -0.162, -0.471, 0.706, -0.319, 0.063, -0.027, 0.170, 0.085, 0.152, 0.120, 0.113, 0.041, 0.085, -0.170, 0.103, 0.082, 0.246, 0.043, 0.060, 0.099, 0.081

[4]
Entry from the OMol25 dataset: C55H46N5PS4SbZn as an isolated structure (wB97M-V/def2-TZVPD).

Output
2S+1: 1
gap between HOMO and LUMO: 0.273 Ha
LUMO level: -2.09 eV
molecular weight: 1123.400 g/mol
total charge: +1
E_HOMO: -9.52 eV

Element x y z (Å)
Zn -0.08 0.26 1.59
N -2.82 -0.88 2.73
P -2.00 -1.50 1.36
C -1.55 -3.16 2.00
C -2.12 -4.35 1.57
C -1.78 -5.54 2.18
C -0.89 -5.56 3.25
C -0.30 -4.37 3.67
C -0.62 -3.18 3.04
C -3.37 -1.84 0.22
C -2.99 -2.44 -0.99
C -3.95 -2.78 -1.92
C -5.29 -2.53 -1.67
C -5.66 -1.91 -0.49
C -4.70 -1.56 0.46
C -2.19 -0.19 3.74
C -2.89 0.12 4.91
C -2.24 0.82 5.90
C -0.92 1.20 5.72
C -0.30 0.86 4.54
N -0.92 0.17 3.57
H -3.72 -1.27 2.96
H -2.83 -4.35 0.75
H -2.23 -6.47 1.84
H -0.65 -6.48 3.75
H 0.41 -4.38 4.49
H -0.15 -2.26 3.37
H -1.94 -2.63 -1.18
H -3.65 -3.26 -2.85
H -6.05 -2.82 -2.39
H -6.70 -1.69 -0.29
H -5.03 -1.06 1.36
H -3.92 -0.19 5.03
H -2.77 1.07 6.82
H -0.38 1.75 6.48
H 0.72 1.14 4.34
S 3.36 5.28 -1.87
C 3.12 3.92 -0.99
S 2.90 3.87 0.75
C 2.44 2.16 0.63
N 2.52 1.69 -0.57
N 2.94 2.65 -1.46
C 3.33 2.28 -2.79
C 4.61 2.58 -3.22
C 4.98 2.30 -4.52
C 4.07 1.69 -5.38
C 2.80 1.38 -4.94
C 2.42 1.68 -3.64
S 2.01 1.35 2.09
H 5.32 3.03 -2.54
H 5.97 2.56 -4.87
H 4.36 1.48 -6.41
H 2.09 0.91 -5.61
H 1.42 1.47 -3.28
N -1.29 1.82 1.06
S -0.60 3.17 0.55
C -1.60 3.78 -0.81
C -0.98 3.82 -2.05
C -1.70 4.25 -3.16
C -3.03 4.61 -3.01
C -3.64 4.56 -1.76
C -2.92 4.15 -0.65
C -0.92 4.47 1.74
C -0.66 5.78 1.36
C -0.75 6.79 2.30
C -1.08 6.48 3.62
C -1.34 5.17 3.99
C -1.25 4.15 3.05
H -2.28 1.91 1.24
H 0.07 3.54 -2.14
H -1.21 4.30 -4.12
H -3.60 4.94 -3.87
H -4.68 4.85 -1.66
H -3.39 4.13 0.33
H -0.40 6.01 0.33
H -0.55 7.81 2.02
H -1.13 7.27 4.36
H -1.61 4.94 5.01
H -1.43 3.12 3.32
C 6.23 -1.23 -0.91
C 5.82 -1.68 0.33
C 4.47 -1.85 0.60
C 3.53 -1.59 -0.39
C 3.94 -1.16 -1.64
C 5.29 -0.97 -1.90
Sb 1.44 -1.73 0.09
C 1.28 -3.89 0.00
C 0.52 -4.56 -0.95
C 0.44 -5.94 -0.94
C 1.13 -6.67 0.01
C 1.90 -6.01 0.96
C 1.95 -4.63 0.96
C 0.50 -1.25 -1.78
C 0.75 -1.95 -2.95
C 0.10 -1.62 -4.13
C -0.81 -0.57 -4.15
C -1.06 0.15 -2.99
C -0.41 -0.19 -1.81
H 7.29 -1.08 -1.11
H 6.55 -1.90 1.10
H 4.16 -2.18 1.59
H 3.22 -0.97 -2.41
H 5.60 -0.62 -2.87
H -0.01 -4.00 -1.72
H -0.15 -6.46 -1.69
H 1.07 -7.75 0.02
H 2.45 -6.58 1.70
H 2.55 -4.12 1.71
H 1.47 -2.77 -2.95
H 0.30 -2.18 -5.04
H -1.31 -0.31 -5.07
H -1.77 0.97 -3.00
H -0.60 0.39 -0.92

Löwdin population analysis, charges in e, atoms 1 to 99: 0.225, -0.104, 1.021, -0.345, -0.072, -0.063, -0.070, -0.074, -0.123, -0.352, -0.111, -0.057, -0.064, -0.069, -0.080, -0.375, 0.003, -0.041, -0.053, -0.142, 0.013, 0.103, 0.101, 0.113, 0.112, 0.112, 0.082, 0.090, 0.113, 0.111, 0.110, 0.094, 0.119, 0.119, 0.114, 0.058, 0.612, -1.128, 0.959, -1.136, 0.047, -0.151, -0.247, -0.045, -0.066, -0.077, -0.072, -0.019, 0.537, 0.116, 0.110, 0.106, 0.103, 0.094, -0.377, 1.026, -0.390, -0.079, -0.057, -0.058, -0.059, -0.070, -0.383, -0.072, -0.053, -0.062, -0.062, -0.073, 0.031, 0.102, 0.116, 0.112, 0.112, 0.119, 0.122, 0.115, 0.111, 0.109, 0.085, -0.075, -0.080, -0.137, -0.367, -0.130, -0.074, 1.514, -0.350, -0.136, -0.080, -0.084, -0.083, -0.141, -0.385, -0.142, -0.070, -0.077, -0.086, -0.178, 0.106

[5]
Entry from the OMol25 dataset: C5H8O as an isolated structure (wB97M-V/def2-TZVPD).

Output
2S+1: 1
gap between HOMO and LUMO (alpha / beta): 0.325 / 0.325 Ha
LUMO level (alpha / beta): 0.19 / 0.19 eV
molecular weight: 84.118 g/mol
E_HOMO (alpha / beta): -8.67 / -8.67 eV

Element x y z (Å)
C 1.98 0.48 0.95
C -0.01 0.00 -0.04
C -0.52 -1.31 -0.63
C -1.18 -0.75 0.58
C -0.32 1.23 -0.79
O 0.38 2.21 -0.87
H 1.07 -0.30 0.63
H 2.45 0.90 0.05
H 1.59 1.33 1.52
H -1.05 -1.25 -1.58
H 0.10 -2.19 -0.52
H -1.01 -1.25 1.53
H -2.17 -0.31 0.48
H -1.31 1.20 -1.31

From a Löwdin analysis of the wavefunction, the atomic charges in e read: 0.111, -0.272, -0.096, -0.098, -0.252, 0.052, -0.025, -0.002, 0.003, 0.108, 0.112, 0.113, 0.108, 0.137

[6]
Entry from the OMol25 dataset: a 2-piece molecular cluster, C2H2F3I overall in a non-equilibrium geometry (wB97M-V/def2-TZVPD).

Output
2S+1: 1
gap between HOMO and LUMO (alpha / beta): 0.359 / 0.262 Ha
LUMO level (alpha / beta): 0.11 / -1.75 eV
molecular weight: 209.936 g/mol
E_HOMO (alpha / beta): -9.66 / -8.88 eV

Element x y z (Å)
C -1.35 1.51 0.36
C 0.75 -1.40 -0.41
F -0.31 2.22 0.94
F 0.50 -2.70 -0.76
F 1.32 -0.85 -1.44
I 2.16 -1.26 1.20
H -1.72 2.00 -0.49
H -1.35 0.48 0.61

From a Löwdin analysis of the wavefunction, the atomic charges in e read: 0.030, -0.746, -0.097, -0.047, -0.012, 0.810, 0.039, 0.024

[7]
Entry from the OMol25 dataset: C20H36NOP2Sn as an isolated structure in a non-equilibrium geometry (wB97M-V/def2-TZVPD).

Output
2S+1: 2
gap between HOMO and LUMO (alpha / beta): 0.150 / 0.149 Ha
LUMO level (alpha / beta): -6.79 / -6.79 eV
molecular weight: 487.173 g/mol
total charge: +2
E_HOMO (alpha / beta): -10.86 / -10.85 eV
⟨S²⟩: 0.754

Element x y z (Å)
P -0.91 3.03 -0.63
P -2.42 -0.38 -2.39
C -1.87 2.36 -2.04
C -2.80 1.21 -1.70
H -1.15 2.14 -2.84
H -2.47 3.21 -2.38
H -2.83 0.91 -0.32
H -3.85 1.48 -1.85
C -1.99 -0.41 -4.11
H -1.36 -1.27 -4.36
H -1.47 0.51 -4.41
H -2.92 -0.49 -4.69
C -3.98 -1.27 -2.22
H -4.51 -1.24 -3.18
H -4.62 -0.81 -1.46
H -3.82 -2.32 -1.96
C 0.66 3.70 -1.13
H 1.37 3.72 -0.29
H 0.50 4.74 -1.49
H 1.09 3.11 -1.96
C -1.95 4.36 0.01
H -2.95 4.00 0.28
H -2.08 5.13 -0.76
H -1.47 4.80 0.90
Sn 3.45 0.08 -0.10
C -1.97 -1.73 -0.09
C -1.28 -1.12 -1.22
C -0.08 -0.13 -0.95
C 0.00 0.73 0.33
C -1.13 1.77 0.67
C -2.51 1.19 0.80
C -2.66 -0.02 1.72
C -1.90 -1.32 1.28
C 3.52 0.71 2.01
H -2.44 -2.68 -0.33
H -0.86 -1.96 -1.84
H 0.10 0.50 -1.86
H 0.82 -0.79 -0.92
H 0.13 0.07 1.20
H 0.98 1.26 0.27
H -0.82 2.33 1.56
H -3.19 1.98 1.14
H -3.74 -0.24 1.76
H -2.36 0.23 2.75
H -0.84 -1.31 1.59
H -2.37 -2.13 1.86
H 3.08 -0.04 2.67
H 3.00 1.67 2.14
H 4.60 0.81 2.22
O 2.98 -1.77 0.85
N 3.85 -2.61 1.50
C 5.12 -2.73 1.05
C 6.02 -3.49 1.79
C 5.61 -4.12 2.94
C 4.28 -4.01 3.36
C 3.40 -3.24 2.61
H 5.38 -2.19 0.13
H 7.05 -3.56 1.43
H 6.32 -4.70 3.54
H 3.92 -4.51 4.25
H 2.34 -3.14 2.87

From a Löwdin analysis of the wavefunction, the atomic charges in e read: 0.949, 0.865, -0.323, -0.404, 0.067, 0.097, 0.009, 0.093, -0.169, 0.066, 0.054, 0.071, -0.156, 0.063, 0.075, 0.058, -0.161, 0.068, 0.084, 0.068, -0.164, 0.070, 0.068, 0.073, 1.247, -0.095, -0.386, -0.168, -0.215, -0.358, -0.254, -0.152, -0.202, -0.324, 0.108, 0.139, 0.103, 0.066, 0.096, 0.042, 0.125, 0.116, 0.122, 0.115, 0.099, 0.124, -0.002, -0.009, -0.001, -0.412, -0.146, -0.005, -0.008, -0.011, 0.010, 0.023, 0.126, 0.139, 0.138, 0.131, 0.158